{
  "formula": "CH4IN2",
  "method": "ωB97M-V/def2-TZVPD",
  "elements": ["I", "N", "N", "C", "H", "H", "H", "H"],
  "positions_angstrom": [[-1.398, -1.751, -3.627], [0.936, 0.597, 1.292], [-1.400, 0.808, 1.781], [-0.262, 0.713, 1.557], [-2.273, 1.072, 2.063], [1.310, 1.140, 0.572], [-1.640, -0.549, -4.535], [1.648, 0.017, 1.667]],
  "forces_ev_per_a": [[0.320, -1.532, 1.199], [2.667, -0.291, -0.609], [4.526, -0.972, -1.401], [-5.224, 0.172, 1.646], [-2.576, 0.769, 0.910], [0.507, 1.332, -1.648], [-0.311, 1.548, -1.170], [0.090, -1.026, 1.073]],
  "e_lumo_ev": -4.720,
  "total_charge": 1,
  "relative_energy_kcal_mol": 45.7
}

{
  "formula": "C12H14MnN2O2",
  "method": "ωB97M-V/def2-TZVPD",
  "elements": ["Mn", "O", "O", "N", "N", "C", "C", "C", "C", "C", "C", "C", "C", "C", "C", "C", "C", "H", "H", "H", "H", "H", "H", "H", "H", "H", "H", "H", "H", "H", "H"],
  "positions_angstrom": [[0.706, 0.198, -0.283], [-2.034, -0.054, -2.045], [-1.343, 0.519, 2.659], [0.019, 1.063, -1.700], [-1.113, 0.471, 0.208], [1.408, 2.069, 0.993], [1.324, -2.514, -1.079], [1.704, -2.959, -2.268], [-3.375, 0.493, -0.286], [2.273, 1.875, -0.118], [1.523, 0.919, 1.834], [-2.063, 0.286, -0.809], [0.718, -2.022, 0.102], [-1.729, 0.637, 1.493], [2.919, 0.622, 0.020], [-3.178, 0.844, 1.151], [2.446, 0.019, 1.225], [-3.944, -0.409, -0.468], [1.496, -2.393, 0.829], [0.720, 2.904, 1.128], [1.001, 0.664, 2.759], [3.811, 0.349, -0.519], [-0.408, -2.177, 0.129], [-0.755, 0.006, -2.179], [-3.831, 1.253, -0.903], [2.870, -0.878, 1.683], [1.729, -4.065, -2.486], [2.548, 2.561, -0.903], [-3.418, 1.893, 1.281], [1.812, -2.447, -3.237], [-3.837, 0.274, 1.792]],
  "forces_ev_per_a": [[1.128, 3.312, -1.297], [1.106, -0.426, 2.211], [0.358, 0.435, -2.846], [2.231, -3.125, 0.191], [-0.962, -1.277, -0.455], [0.009, -0.364, -0.619], [-1.914, 0.850, -0.329], [-0.791, -0.862, 0.375], [-1.557, 0.104, 0.331], [0.360, 0.089, 0.554], [0.281, -1.320, -0.347], [0.247, -0.249, 0.186], [1.983, -3.579, -2.969], [-1.203, -1.113, 0.168], [-0.157, 0.216, 0.615], [-1.235, 0.653, 0.637], [0.414, 0.780, 0.565], [-0.285, -0.275, 0.133], [-1.665, 1.196, 0.384], [0.290, -0.302, -0.018], [0.061, 0.488, -0.505], [-0.255, -0.360, -0.345], [1.629, 0.112, 0.412], [0.844, 2.378, 0.668], [-0.307, 0.349, -0.025], [-0.411, 0.338, -0.255], [-0.027, 1.015, 0.813], [-0.516, 0.088, -0.023], [-0.027, 0.286, 0.370], [0.313, 0.599, 0.995], [0.057, -0.036, 0.425]],
  "e_lumo_ev": [-0.359, -0.177],
  "spin_multiplicity": 4
}

{
  "formula": "C45H45F3N4OP2S3Tc",
  "method": "ωB97M-V/def2-TZVPD",
  "elements": ["Tc", "S", "S", "S", "P", "P", "F", "F", "F", "O", "N", "N", "N", "N", "C", "C", "C", "C", "C", "C", "C", "C", "C", "C", "C", "C", "C", "C", "C", "C", "C", "C", "C", "C", "C", "C", "C", "C", "C", "C", "C", "C", "C", "C", "C", "C", "C", "C", "C", "C", "C", "C", "C", "C", "C", "C", "C", "C", "C", "H", "H", "H", "H", "H", "H", "H", "H", "H", "H", "H", "H", "H", "H", "H", "H", "H", "H", "H", "H", "H", "H", "H", "H", "H", "H", "H", "H", "H", "H", "H", "H", "H", "H", "H", "H", "H", "H", "H", "H", "H", "H", "H", "H", "H"],
  "positions_angstrom": [[1.777, 0.692, 0.611], [3.749, -0.149, -0.491], [-0.327, 1.750, 1.467], [1.716, -0.960, 2.384], [-1.653, 0.315, 0.950], [-0.030, -1.933, 1.980], [4.069, 1.256, 2.400], [3.720, 2.876, 0.934], [2.418, 2.682, 2.691], [1.647, 2.201, -0.920], [2.501, 4.076, -3.672], [3.217, -2.735, -1.086], [4.476, -2.264, 0.813], [1.930, 3.909, -2.412], [-3.233, 1.375, 2.979], [-0.793, -1.111, 4.533], [-4.317, 1.391, 3.843], [2.159, 2.615, -1.963], [1.389, -4.323, 2.226], [0.697, 4.957, -0.616], [-0.358, 5.751, -0.194], [-5.172, 0.302, 3.904], [3.202, 2.924, -3.936], [-3.849, 1.618, -2.885], [-1.768, -3.173, 3.770], [0.318, -3.686, 1.609], [-1.942, 1.760, -1.423], [-4.943, -0.806, 3.101], [-0.321, -5.773, 0.585], [3.782, -1.837, -0.265], [-3.003, 0.269, 2.167], [-3.796, 0.340, -0.855], [-2.536, 0.850, -0.556], [3.487, -3.992, -0.909], [0.884, 4.755, -1.978], [-4.450, 0.723, -2.015], [-0.991, -1.297, 0.640], [-0.988, 6.173, -2.472], [4.893, -3.509, 0.908], [-2.595, 2.135, -2.588], [4.065, 2.834, -5.144], [-1.918, -2.423, -2.043], [0.246, -1.651, -3.062], [-0.811, -1.378, -1.995], [3.002, 2.007, -2.957], [-2.457, -3.295, 4.964], [0.042, 5.355, -2.910], [-0.934, -2.079, 3.549], [4.403, -4.434, 0.034], [3.085, 5.379, -3.947], [-0.538, -4.418, 0.791], [-0.113, -1.328, -0.627], [1.591, -5.684, 2.038], [-2.325, -2.318, 5.940], [3.040, 1.912, 1.703], [0.741, -6.409, 1.212], [-1.195, 6.366, -1.115], [-1.498, -1.226, 5.723], [-3.864, -0.822, 2.232], [-2.387, -2.433, -3.029], [-4.489, 2.253, 4.475], [-3.665, -1.688, 1.614], [-2.685, -2.220, -1.296], [0.709, -2.630, -2.905], [1.045, -0.906, -3.021], [-1.377, -3.913, 0.326], [-4.360, 1.919, -3.792], [4.845, -1.528, 1.421], [0.557, -2.194, -0.580], [-0.193, -1.634, -4.061], [-5.432, 0.322, -2.236], [4.358, 1.799, -5.303], [-0.522, 5.887, 0.867], [-2.008, 6.994, -0.775], [-0.987, -6.334, -0.059], [2.388, 6.153, -3.639], [-2.126, 2.838, -3.257], [-1.251, -0.399, -2.207], [2.986, -4.685, -1.573], [-2.551, 2.215, 2.939], [0.185, 5.164, -3.966], [2.059, -3.748, 2.853], [3.540, 3.192, -6.029], [-5.600, -1.664, 3.160], [5.599, -3.723, 1.696], [3.377, 1.005, -2.916], [4.713, -5.466, 0.078], [-0.971, 2.173, -1.181], [4.972, 3.428, -5.019], [0.595, -0.464, -0.687], [-0.139, -0.265, 4.358], [-3.098, -4.151, 5.131], [3.252, 5.467, -5.018], [1.353, 4.477, 0.098], [-1.642, 6.640, -3.197], [2.421, -6.177, 2.530], [-1.875, -3.937, 3.008], [-6.015, 0.312, 4.584], [-4.274, -0.362, -0.181], [-1.513, -3.422, -1.857], [-1.395, -0.461, 6.481], [0.909, -7.468, 1.054], [-2.866, -2.411, 6.874], [4.030, 5.515, -3.413]],
  "forces_ev_per_a": [[-0.466, -0.084, 0.554], [0.436, 0.019, -0.191], [0.242, -0.101, 0.005], [0.210, -0.060, -0.111], [0.100, -0.258, 0.020], [-0.257, 0.208, -0.299], [-0.414, 0.516, -0.293], [-0.169, -0.456, 0.548], [0.526, -0.375, -0.433], [-0.037, 0.112, -0.310], [-0.230, -0.066, -0.101], [-0.336, 1.006, -0.063], [0.536, 1.012, 0.025], [0.239, -0.127, 0.047], [0.061, 0.056, 0.007], [-0.035, 0.166, -0.017], [0.004, 0.043, 0.028], [0.061, 0.221, 0.192], [0.033, -0.092, -0.021], [0.018, -0.076, 0.018], [-0.019, 0.015, -0.019], [-0.058, -0.028, 0.037], [-0.036, -0.093, 0.158], [0.053, 0.050, -0.072], [-0.034, -0.046, -0.073], [-0.071, 0.042, -0.134], [-0.087, 0.146, 0.018], [-0.021, -0.084, 0.004], [-0.018, 0.023, -0.009], [-0.755, 0.917, -0.359], [0.113, -0.079, -0.011], [0.008, -0.100, 0.004], [-0.030, -0.003, 0.064], [0.014, -0.515, -0.150], [-0.125, 0.021, -0.007], [-0.057, -0.062, 0.019], [0.176, 0.258, 0.530], [-0.029, -0.026, -0.011], [0.215, -1.284, 0.384], [-0.047, -0.033, 0.083], [-0.013, 0.006, -0.013], [0.047, -0.014, -0.046], [-0.006, 0.028, -0.006], [0.017, 0.022, -0.088], [-0.033, 0.181, -0.161], [-0.086, -0.059, -0.001], [-0.031, -0.055, 0.019], [-0.123, -0.017, -0.186], [0.527, -0.668, 0.380], [0.139, 0.076, 0.069], [0.014, -0.020, -0.012], [0.031, 0.073, 0.194], [0.065, 0.050, -0.027], [0.009, 0.070, 0.066], [-0.164, 0.248, -0.136], [0.050, -0.025, -0.032], [0.004, 0.019, 0.027], [-0.026, 0.002, 0.041], [0.075, -0.064, 0.114], [-0.011, 0.003, 0.003], [0.008, -0.005, -0.013], [0.007, -0.058, 0.003], [0.006, -0.029, 0.020], [-0.009, 0.003, -0.012], [0.011, 0.006, -0.006], [0.024, 0.014, 0.005], [0.013, 0.002, 0.004], [-0.330, -0.159, -0.160], [-0.063, -0.034, 0.034], [0.012, 0.002, -0.010], [0.010, 0.006, -0.004], [0.012, -0.004, -0.004], [0.009, 0.004, 0.011], [-0.005, -0.011, 0.006], [0.003, 0.006, 0.004], [0.011, -0.001, -0.031], [0.075, 0.126, -0.100], [0.059, -0.248, -0.009], [-0.027, -0.145, -0.021], [-0.006, -0.009, 0.000], [0.010, 0.005, -0.002], [0.008, 0.020, 0.037], [0.015, -0.010, -0.008], [0.002, 0.009, -0.008], [-0.048, -0.131, 0.066], [0.026, -0.149, 0.012], [-0.014, -0.023, 0.083], [0.080, 0.018, 0.046], [-0.005, 0.009, -0.009], [-0.099, -0.016, -0.197], [0.006, -0.004, 0.000], [0.015, 0.020, 0.002], [0.006, -0.009, 0.016], [-0.002, -0.005, -0.020], [0.007, 0.008, 0.013], [-0.023, -0.005, 0.004], [-0.014, 0.030, 0.058], [0.012, 0.000, -0.008], [0.028, 0.077, -0.078], [0.004, 0.003, -0.018], [0.001, -0.008, 0.002], [-0.015, 0.026, 0.032], [0.005, 0.011, -0.010], [-0.025, 0.016, 0.007]],
  "e_lumo_ev": [-0.469, -0.466],
  "relative_energy_kcal_mol": 0.0,
  "spin_multiplicity": 2
}

{
  "formula": "C16H32FNO10S2",
  "method": "ωB97M-V/def2-TZVPD",
  "elements": ["S", "S", "F", "O", "O", "O", "O", "O", "O", "O", "O", "O", "O", "N", "C", "C", "C", "C", "C", "C", "C", "C", "C", "C", "C", "C", "C", "C", "C", "C", "H", "H", "H", "H", "H", "H", "H", "H", "H", "H", "H", "H", "H", "H", "H", "H", "H", "H", "H", "H", "H", "H", "H", "H", "H", "H", "H", "H", "H", "H", "H", "H"],
  "positions_angstrom": [[13.386, 26.851, 2.351], [11.765, 20.717, 5.958], [13.342, 23.204, 2.096], [17.660, 24.654, 3.292], [19.326, 23.210, 3.800], [7.472, 22.451, -0.733], [9.502, 22.407, -0.117], [10.878, 19.549, 6.197], [8.176, 23.889, 0.722], [17.228, 22.758, 4.408], [13.097, 20.501, 5.546], [12.847, 26.516, 1.045], [14.819, 27.107, 2.668], [13.817, 20.520, 2.217], [15.527, 23.436, 5.705], [11.442, 26.804, 4.109], [12.014, 22.918, 7.320], [16.231, 24.574, 3.541], [11.120, 28.092, 3.214], [15.956, 23.232, 4.278], [18.202, 23.542, 3.718], [10.272, 22.992, 0.957], [8.294, 22.885, -0.112], [11.148, 23.298, 6.054], [9.055, 24.198, 3.066], [11.086, 22.045, 5.092], [11.884, 21.418, 7.548], [12.551, 28.354, 2.654], [9.276, 24.086, 1.568], [12.583, 25.982, 3.593], [10.092, 23.524, 6.358], [11.671, 21.990, 4.184], [8.580, 25.147, 3.383], [12.340, 24.907, 2.961], [11.350, 24.325, 5.748], [10.672, 26.287, 4.224], [16.094, 24.087, 6.136], [11.379, 27.200, 5.130], [13.160, 25.747, 4.479], [14.142, 19.692, 2.146], [9.670, 24.985, 1.172], [13.930, 21.001, 2.912], [11.289, 23.366, 0.651], [10.521, 22.072, 1.610], [15.779, 24.655, 2.517], [16.094, 25.413, 4.061], [12.706, 29.194, 1.851], [12.909, 20.547, 1.926], [10.049, 24.348, 3.665], [13.041, 23.342, 7.291], [11.734, 23.517, 8.286], [14.426, 20.948, 1.648], [10.640, 29.019, 3.612], [15.331, 22.552, 6.257], [8.528, 23.402, 3.510], [14.513, 23.909, 5.724], [10.335, 27.725, 2.412], [15.260, 22.945, 3.635], [13.342, 28.596, 3.502], [10.761, 21.206, 7.950], [12.518, 20.754, 8.190], [10.181, 21.826, 4.810]],
  "forces_ev_per_a": [[1.386, 2.899, -1.853], [-2.438, -3.404, 4.058], [-0.037, -0.774, 0.459], [-0.083, -0.665, -0.310], [1.222, 0.014, -0.817], [-6.755, -2.865, -4.953], [3.345, -0.095, 0.576], [1.082, 1.728, -1.788], [-2.121, 1.454, 1.952], [2.485, -1.799, -1.931], [2.437, -0.450, -2.045], [1.091, -1.381, 0.230], [-2.219, -1.241, -1.009], [-2.822, -1.389, -6.848], [-5.969, -1.960, -2.981], [2.876, 6.223, -0.281], [0.407, 2.056, 2.092], [0.666, -1.375, -3.182], [-0.073, -1.657, -2.078], [2.198, 4.929, 2.782], [-1.137, -1.145, 2.458], [0.872, -1.645, 1.396], [3.980, 1.733, 3.160], [-1.045, -0.243, 1.402], [1.915, 1.756, 0.935], [4.260, 2.425, 0.799], [-3.272, -0.076, 1.639], [1.365, 3.223, 1.443], [2.311, -0.810, -1.197], [-0.721, -3.970, -0.142], [0.608, -0.938, 0.154], [0.497, 1.023, -0.345], [-0.341, -0.469, -0.707], [0.456, 2.558, 1.943], [0.994, -0.493, -0.998], [-6.943, -4.809, -0.095], [3.897, 3.565, 2.892], [1.895, -0.045, 0.303], [0.895, -0.288, -0.441], [2.533, -8.043, 1.002], [0.715, 1.343, 0.319], [1.209, 6.290, 11.183], [-1.243, -0.049, 0.045], [-0.524, 1.604, -0.339], [-0.029, -0.213, 1.221], [-1.392, 3.251, 2.117], [-0.334, -2.040, 1.265], [-3.094, 0.738, -1.361], [-1.325, -0.818, -1.562], [-0.278, -0.956, -0.824], [-0.390, -1.165, -1.749], [2.041, 3.248, -3.897], [0.691, -1.049, 0.467], [0.517, -1.088, 0.447], [-0.688, -1.149, 0.383], [0.432, -0.095, -0.280], [1.887, 0.845, 0.967], [-2.908, -3.526, -2.576], [-2.190, 0.645, -0.884], [2.524, 0.637, -0.715], [-0.071, 1.114, -0.718], [-5.247, -1.125, -1.185]],
  "e_lumo_ev": -0.684,
  "relative_energy_kcal_mol": 56.7
}

{
  "formula": "C5H7NO",
  "method": "ωB97M-V/def2-TZVPD",
  "elements": ["O", "N", "C", "C", "C", "C", "C", "H", "H", "H", "H", "H", "H", "H"],
  "positions_angstrom": [[1.830, -1.227, -2.099], [0.232, -0.519, 0.463], [0.880, 0.257, 1.442], [-0.987, -0.212, 0.175], [2.759, -0.617, -2.237], [1.101, 1.536, 1.256], [-1.819, -0.854, -0.935], [0.946, 1.847, 0.267], [-1.564, 0.496, 0.752], [-2.858, -0.629, -0.711], [0.969, -0.195, 2.400], [-1.579, -1.819, -0.914], [1.678, 2.125, 1.961], [-1.587, -0.189, -1.821]],
  "forces_ev_per_a": [[-0.440, -0.311, 0.037], [3.222, 0.999, 3.821], [-0.563, -2.284, -1.181], [-5.312, 0.116, -2.667], [0.437, 0.303, -0.052], [1.684, 0.734, 0.249], [0.414, 6.130, 0.356], [-0.227, 1.042, -1.123], [0.421, -0.077, 0.733], [-0.126, -0.452, 0.053], [0.662, -0.656, 0.668], [0.641, -4.078, -0.973], [-0.594, 0.185, 0.087], [-0.220, -1.652, -0.008]],
  "e_lumo_ev": [1.134, -2.417],
  "relative_energy_kcal_mol": 40.8,
  "spin_multiplicity": 3
}

Question: What is the formula in the fifth record?
Answer: C5H7NO

Repeat the fifth record exactly.
{
  "formula": "C5H7NO",
  "method": "ωB97M-V/def2-TZVPD",
  "elements": ["O", "N", "C", "C", "C", "C", "C", "H", "H", "H", "H", "H", "H", "H"],
  "positions_angstrom": [[1.830, -1.227, -2.099], [0.232, -0.519, 0.463], [0.880, 0.257, 1.442], [-0.987, -0.212, 0.175], [2.759, -0.617, -2.237], [1.101, 1.536, 1.256], [-1.819, -0.854, -0.935], [0.946, 1.847, 0.267], [-1.564, 0.496, 0.752], [-2.858, -0.629, -0.711], [0.969, -0.195, 2.400], [-1.579, -1.819, -0.914], [1.678, 2.125, 1.961], [-1.587, -0.189, -1.821]],
  "forces_ev_per_a": [[-0.440, -0.311, 0.037], [3.222, 0.999, 3.821], [-0.563, -2.284, -1.181], [-5.312, 0.116, -2.667], [0.437, 0.303, -0.052], [1.684, 0.734, 0.249], [0.414, 6.130, 0.356], [-0.227, 1.042, -1.123], [0.421, -0.077, 0.733], [-0.126, -0.452, 0.053], [0.662, -0.656, 0.668], [0.641, -4.078, -0.973], [-0.594, 0.185, 0.087], [-0.220, -1.652, -0.008]],
  "e_lumo_ev": [1.134, -2.417],
  "relative_energy_kcal_mol": 40.8,
  "spin_multiplicity": 3
}